(1)
Formula: C62H57Cl4N4PTa
Source: the Open Molecules 2025 dataset
Level of theory: the ωB97M-V functional and the def2-TZVPD basis

Structure (ORCA input):
```
! RIJCOSX wB97M-V def2-TZVPD def2/J DEFGRID3
* xyz 3 1
Ta -0.04 0.01 -0.04
Cl 6.53 -6.89 0.07
C 5.34 -5.64 -0.02
C 5.24 -4.72 1.01
C 4.29 -3.72 0.94
C 3.44 -3.64 -0.16
C 3.55 -4.57 -1.19
C 4.50 -5.57 -1.12
C 2.40 -2.57 -0.22
C 2.82 -1.25 -0.34
C 4.16 -0.82 -0.44
C 4.18 0.53 -0.59
C 2.83 0.97 -0.64
C 2.44 2.24 -1.04
C 3.50 3.23 -1.38
C 3.84 4.24 -0.49
C 4.82 5.17 -0.81
C 5.46 5.08 -2.04
Cl 6.68 6.23 -2.44
C 5.13 4.08 -2.94
C 4.15 3.16 -2.61
C 1.12 2.59 -1.28
N -0.01 1.77 -1.06
C -1.10 2.49 -1.64
C -2.41 2.05 -1.72
C -3.43 2.97 -2.30
C -3.73 4.17 -1.67
C -4.69 5.02 -2.19
C -5.35 4.66 -3.36
Cl -6.54 5.71 -4.01
C -5.06 3.47 -4.00
C -4.10 2.62 -3.47
C -2.83 0.82 -1.24
C -4.18 0.41 -1.13
C -4.20 -0.80 -0.50
C -2.87 -1.19 -0.25
N -2.00 -0.16 -0.66
C -2.47 -2.44 0.19
C -1.15 -2.87 0.18
C -0.73 -4.21 0.35
C 0.61 -4.25 0.14
C 1.07 -2.93 -0.11
N -0.03 -2.06 -0.08
C -3.53 -3.42 0.57
C -4.07 -3.39 1.85
C -5.06 -4.28 2.22
C -5.52 -5.21 1.29
Cl -6.75 -6.32 1.74
C -4.99 -5.25 0.01
C -3.99 -4.36 -0.35
C -0.62 3.73 -2.12
C 0.72 3.80 -1.88
N 1.97 -0.12 -0.40
H 5.90 -4.79 1.87
H 4.20 -3.00 1.75
H 2.90 -4.51 -2.05
H 4.60 -6.29 -1.92
H 5.01 -1.49 -0.42
H 5.03 1.17 -0.72
H 3.33 4.32 0.47
H 5.09 5.95 -0.12
H 5.63 4.03 -3.90
H 3.89 2.38 -3.32
H -3.21 4.44 -0.75
H -4.93 5.95 -1.70
H -5.57 3.21 -4.92
H -3.86 1.69 -3.98
H -5.02 0.99 -1.47
H -5.06 -1.40 -0.26
H -1.39 -5.02 0.59
H 1.26 -5.11 0.20
H -3.72 -2.66 2.57
H -5.49 -4.26 3.21
H -5.35 -5.98 -0.70
H -3.59 -4.39 -1.36
H -1.24 4.46 -2.61
H 1.39 4.61 -2.14
C 2.83 3.73 3.93
C 3.44 2.51 3.24
C 2.43 1.35 3.17
C 0.98 1.87 3.10
C 0.95 3.17 2.30
C 1.65 4.28 3.11
P -0.22 0.61 2.55
C -1.94 1.18 2.94
C -2.57 2.10 1.88
C -3.91 2.62 2.40
C -3.69 3.57 3.59
C -2.36 3.31 4.29
C -2.05 1.82 4.36
C -0.01 -0.99 3.43
C -0.20 -0.87 4.96
C 0.36 -2.11 5.69
C 0.23 -3.36 4.82
C 1.09 -3.23 3.55
C 1.29 -1.76 3.15
H 3.58 4.51 4.07
H 2.50 3.45 4.93
H 4.33 2.18 3.76
H 3.76 2.78 2.23
H 2.55 0.72 4.05
H 2.65 0.72 2.30
H 0.64 2.10 4.12
H -0.06 3.49 2.03
H 1.49 3.00 1.37
H 0.92 4.75 3.78
H 1.98 5.06 2.43
H -2.50 0.24 2.92
H -2.71 1.55 0.96
H -1.92 2.95 1.66
H -4.52 1.76 2.70
H -4.45 3.12 1.60
H -4.51 3.46 4.30
H -3.73 4.61 3.25
H -2.38 3.72 5.30
H -1.54 3.83 3.78
H -2.85 1.31 4.90
H -1.16 1.66 4.96
H -0.84 -1.59 3.02
H -1.26 -0.75 5.19
H 0.31 0.02 5.34
H -0.17 -2.24 6.63
H 1.41 -1.96 5.94
H -0.82 -3.50 4.55
H 0.51 -4.24 5.38
H 0.63 -3.78 2.74
H 2.07 -3.68 3.72
H 1.60 -1.69 2.10
H 2.10 -1.32 3.73
*
```

Results
LUMO level	-10.22	eV
E_tot	-4854.205769	Eh
largest force on an atom	0.6	eV/A
HOMO level	-15.0	eV

***

(2)
Formula: C62H57N2O3P2PdSi
Source: the Open Molecules 2025 dataset
Level of theory: the ωB97M-V functional and the def2-TZVPD basis

Structure (ORCA input):
```
! RIJCOSX wB97M-V def2-TZVPD def2/J DEFGRID3
* xyz -1 1
Pd -0.28 -0.52 0.76
C 4.33 -1.49 0.76
C 3.65 -1.76 -0.58
C 4.50 -2.68 -1.46
C 3.30 -0.47 -1.33
C 4.51 0.41 -1.69
O 4.49 1.45 -0.69
C 3.25 1.37 -0.12
N 2.51 0.40 -0.46
C 2.93 2.39 0.89
C 4.00 3.02 1.51
C 3.80 3.98 2.49
C 2.50 4.32 2.83
C 1.43 3.72 2.20
C 1.60 2.74 1.22
P 0.14 1.92 0.45
C 0.43 2.31 -1.32
C -0.10 1.44 -2.27
C 0.12 1.68 -3.62
C 0.87 2.77 -4.03
C 1.38 3.65 -3.09
C 1.16 3.42 -1.74
C -1.21 3.10 0.82
C -1.73 3.14 2.11
C -2.76 4.02 2.42
C -3.30 4.85 1.45
C -2.80 4.80 0.16
C -1.77 3.94 -0.16
H 3.65 -0.96 1.43
H 5.24 -0.90 0.63
H 4.60 -2.43 1.23
H 2.70 -2.25 -0.38
H 5.55 -2.38 -1.46
H 4.14 -2.70 -2.49
H 4.46 -3.70 -1.07
H 2.70 -0.72 -2.21
H 4.41 0.89 -2.67
H 5.47 -0.10 -1.62
H 5.00 2.74 1.22
H 4.64 4.45 2.98
H 2.31 5.07 3.59
H 0.43 4.01 2.49
H -0.69 0.60 -1.93
H -0.28 0.98 -4.35
H 1.05 2.94 -5.09
H 1.95 4.52 -3.40
H 1.56 4.11 -1.01
H -1.31 2.48 2.86
H -3.15 4.04 3.43
H -4.12 5.51 1.70
H -3.23 5.43 -0.61
H -1.39 3.91 -1.17
N -2.06 -0.08 -0.17
P -3.28 -0.36 0.77
C -4.59 0.88 0.44
C -5.74 1.03 1.21
C -6.71 1.95 0.85
C -6.54 2.73 -0.30
C -5.40 2.57 -1.07
C -4.43 1.66 -0.70
C -3.07 -0.40 2.59
C -2.46 -1.52 3.15
C -2.18 -1.58 4.51
C -2.52 -0.51 5.33
C -3.14 0.60 4.79
C -3.42 0.65 3.43
C -4.27 -1.89 0.50
C -5.17 -2.37 1.45
C -6.03 -3.42 1.13
C -5.99 -3.98 -0.13
C -5.10 -3.50 -1.08
C -4.24 -2.46 -0.76
H -5.89 0.42 2.09
H -7.60 2.06 1.46
H -7.30 3.45 -0.58
H -5.26 3.18 -1.96
H -3.52 1.53 -1.27
H -2.17 -2.34 2.51
H -1.68 -2.45 4.92
H -2.28 -0.54 6.39
H -3.40 1.44 5.42
H -3.91 1.52 3.02
H -5.19 -1.94 2.44
H -6.71 -3.80 1.88
H -6.65 -4.81 -0.38
H -5.06 -3.96 -2.06
H -3.54 -2.07 -1.49
C 2.92 -5.64 2.19
C 2.20 -6.05 1.07
C 1.26 -5.19 0.51
C 1.03 -3.90 1.01
C 1.77 -3.53 2.14
C 2.69 -4.38 2.72
Si -0.29 -2.80 0.16
C -1.65 -4.14 0.03
C -1.96 -4.75 -1.19
C -2.78 -5.88 -1.27
C -3.33 -6.41 -0.12
C -3.05 -5.82 1.11
C -2.22 -4.72 1.17
C 0.22 -2.65 -1.68
C -0.58 -1.84 -2.49
C -0.36 -1.74 -3.86
C 0.69 -2.44 -4.45
C 1.51 -3.23 -3.66
C 1.26 -3.34 -2.30
H 3.64 -6.31 2.65
H 2.35 -7.03 0.65
H 0.69 -5.54 -0.34
H 1.62 -2.53 2.55
H 3.24 -4.06 3.60
H -1.54 -4.36 -2.11
H -2.98 -6.33 -2.23
H -3.97 -7.28 -0.17
H -3.47 -6.23 2.02
H -1.98 -4.31 2.15
H -1.38 -1.27 -2.04
H -1.00 -1.12 -4.47
H 0.88 -2.35 -5.52
H 2.33 -3.78 -4.11
H 1.91 -3.99 -1.71
C 2.35 0.44 4.08
C 1.14 0.34 3.17
O 0.16 1.06 3.41
O 1.25 -0.48 2.20
H 2.06 0.19 5.10
H 2.70 1.48 4.08
H 3.16 -0.22 3.75
*
```

Results
LUMO level	2.55	eV
E_tot	-3832.285929	Eh
largest force on an atom	0.7	eV/A
HOMO level	-4.4	eV

***

(3)
Formula: C62H58N10O16P
Source: the Open Molecules 2025 dataset
Level of theory: the ωB97M-V functional and the def2-TZVPD basis

Structure (ORCA input):
```
! RIJCOSX wB97M-V def2-TZVPD def2/J DEFGRID3
* xyz 1 1
N 1.75 0.96 -6.23
P 1.40 1.33 -7.72
C 0.50 2.94 -7.81
C -0.20 3.40 -8.93
C -0.80 4.66 -8.86
N -0.69 5.39 -7.73
C -0.04 4.98 -6.62
C -0.01 5.85 -5.42
C 1.32 6.62 -5.19
C 2.59 5.88 -5.61
C 3.02 6.09 -7.05
C 4.29 5.62 -7.43
C 4.76 5.81 -8.74
C 3.97 6.47 -9.69
C 2.71 6.94 -9.33
C 2.25 6.75 -8.01
C 0.55 3.71 -6.67
H 2.75 0.89 -6.12
H 2.58 1.52 -8.46
H 0.59 0.34 -8.31
H -0.27 2.80 -9.81
H -1.35 5.05 -9.69
H -1.12 6.31 -7.71
H -0.31 5.25 -4.57
H -0.79 6.60 -5.55
H 1.39 6.77 -4.12
H 1.29 7.59 -5.65
H 2.56 4.82 -5.37
H 3.40 6.29 -5.01
H 4.92 5.10 -6.73
H 5.72 5.43 -9.02
H 4.33 6.63 -10.69
H 2.08 7.45 -10.04
H 1.27 7.14 -7.76
H 1.08 3.35 -5.80
C -3.70 4.91 -6.76
C -4.47 3.83 -6.34
C -5.80 4.03 -5.98
C -6.32 5.31 -6.06
C -5.57 6.39 -6.48
C -4.25 6.18 -6.83
N -7.74 5.53 -5.71
O -8.38 4.58 -5.32
O -8.15 6.67 -5.83
H -2.67 4.75 -7.04
H -4.05 2.84 -6.29
H -6.41 3.20 -5.65
H -6.00 7.38 -6.53
H -3.65 7.02 -7.16
C 2.28 -2.35 -5.64
C 1.77 -1.82 -4.46
C 1.69 -2.62 -3.32
C 2.14 -3.93 -3.39
C 2.64 -4.46 -4.57
C 2.70 -3.67 -5.70
N 2.11 -4.82 -2.21
O 1.67 -4.41 -1.15
O 2.54 -5.94 -2.37
H 2.33 -1.73 -6.52
H 1.44 -0.79 -4.44
H 1.30 -2.22 -2.39
H 2.97 -5.49 -4.60
H 3.10 -4.07 -6.62
C -11.17 11.08 -5.37
C -10.45 12.02 -4.65
C -9.07 11.99 -4.64
C -8.42 11.00 -5.36
C -9.12 10.05 -6.08
C -10.50 10.09 -6.09
N -6.95 10.96 -5.38
O -6.35 11.79 -4.73
O -6.41 10.09 -6.05
H -12.25 11.11 -5.38
H -10.97 12.79 -4.09
H -8.50 12.72 -4.08
H -8.59 9.29 -6.63
H -11.06 9.35 -6.64
C 0.14 -4.48 1.56
C -0.73 -3.52 2.06
C -1.14 -3.57 3.39
C -0.66 -4.59 4.19
C 0.20 -5.56 3.71
C 0.60 -5.50 2.38
N -1.06 -4.64 5.60
O -1.83 -3.80 6.01
O -0.59 -5.54 6.29
H 0.47 -4.44 0.53
H -1.07 -2.72 1.42
H -1.81 -2.82 3.78
H 0.55 -6.36 4.35
H 1.27 -6.25 2.00
C 5.70 -6.38 6.98
C 6.67 -6.40 5.98
C 6.30 -6.48 4.65
C 4.96 -6.54 4.33
C 3.98 -6.52 5.30
C 4.35 -6.44 6.64
N 4.56 -6.60 2.92
O 5.44 -6.63 2.08
O 3.37 -6.61 2.67
H 5.99 -6.31 8.01
H 7.72 -6.36 6.25
H 7.06 -6.50 3.88
H 2.93 -6.56 5.04
H 3.60 -6.42 7.41
C -1.60 2.22 -2.99
C -2.14 2.56 -1.76
C -2.32 1.59 -0.79
C -1.94 0.29 -1.07
C -1.41 -0.07 -2.30
C -1.24 0.90 -3.26
N -2.10 -0.74 -0.04
O -2.57 -0.41 1.03
O -1.71 -1.86 -0.32
H -1.46 2.98 -3.74
H -2.43 3.58 -1.55
H -2.74 1.84 0.17
H -1.13 -1.10 -2.50
H -0.82 0.64 -4.22
C 0.01 -6.05 9.18
C -0.20 -4.86 9.86
C 0.09 -4.77 11.22
C 0.58 -5.89 11.87
C 0.78 -7.09 11.21
C 0.49 -7.17 9.86
N 0.90 -5.79 13.30
O 0.70 -4.74 13.86
O 1.36 -6.78 13.84
H -0.21 -6.10 8.12
H -0.58 -4.00 9.33
H -0.07 -3.85 11.75
H 1.16 -7.95 11.74
H 0.65 -8.10 9.33
C 3.28 -9.37 16.55
C 4.24 -9.94 17.37
C 5.58 -9.63 17.18
C 5.93 -8.74 16.18
C 4.98 -8.17 15.36
C 3.64 -8.49 15.54
N 7.34 -8.39 16.00
O 8.16 -8.92 16.72
O 7.62 -7.58 15.13
H 2.23 -9.61 16.70
H 3.96 -10.63 18.15
H 6.34 -10.07 17.82
H 5.27 -7.48 14.58
H 2.89 -8.05 14.91
*
```

Results
LUMO level	-4.95	eV
E_tot	-4489.130572	Eh
largest force on an atom	2.2	eV/A
HOMO level	-10.3	eV